[1]
Density functional theory data (ωB97M-V/def2-TZVPD) for a cluster of 6 separate species, C43H101ClN3O14PS in total in a non-equilibrium geometry.

Last column: Löwdin charge in e.
Geometry (Å):
C1 -7.791 -2.178 1.497  -0.10
C2 -7.052 -2.710 0.267  -0.27
C3 -5.546 -2.538 0.400  -0.23
C4 -4.800 -3.180 -0.771  -0.25
N1 -3.363 -3.383 -0.586  -0.04
C5 -2.557 -2.272 -0.234  -0.73
Cl1 -3.046 -0.788 -1.134  0.74
O1 -2.562 -2.069 1.143  -0.18
C6 -1.565 -1.200 1.644  -0.19
C7 -0.526 -1.973 2.471  -0.35
N2 0.339 -1.089 3.222  -0.13
C8 1.754 -1.450 3.092  -0.21
C9 2.320 -0.952 1.770  -0.18
C10 3.825 -1.233 1.612  -0.19
C11 4.149 -2.278 0.527  -0.20
C12 5.463 -2.023 -0.219  -0.28
N3 5.330 -2.308 -1.660  -0.01
C13 -0.068 -0.753 4.588  -0.20
C14 -1.342 0.067 4.689  -0.21
C15 -1.175 1.485 4.156  -0.21
C16 -2.484 2.289 4.228  -0.21
C17 -2.316 3.687 4.809  -0.22
C18 -3.680 4.392 4.928  -0.21
C19 -3.621 5.927 4.827  -0.19
C20 -4.785 6.523 4.015  -0.20
C21 -4.341 7.227 2.714  -0.17
C22 -4.344 6.276 1.528  -0.25
O2 -5.673 6.130 1.064  -0.19
C23 -5.799 5.795 -0.309  -0.10
P1 -1.265 -3.411 3.393  0.25
O3 -1.371 -4.601 2.284  -0.21
O4 -0.109 -3.972 4.368  -0.21
S1 -2.955 -3.151 4.256  0.36
H1 -7.753 -1.093 1.500  0.06
H2 -8.825 -2.508 1.478  0.07
H3 -7.299 -2.559 2.389  0.07
H4 -7.411 -2.183 -0.619  0.11
H5 -7.257 -3.770 0.119  0.10
H6 -5.203 -3.030 1.312  0.11
H7 -5.272 -1.490 0.510  0.10
H8 -5.227 -4.174 -0.901  0.12
H9 -4.995 -2.660 -1.705  0.09
H10 -3.192 -4.146 0.055  0.12
H11 -1.528 -2.447 -0.565  0.11
H12 -1.005 -0.763 0.815  0.11
H13 -1.992 -0.373 2.197  0.11
H14 0.115 -2.451 1.722  0.11
H15 2.304 -0.957 3.889  0.12
H16 1.887 -2.534 3.176  0.11
H17 2.075 0.099 1.647  0.12
H18 1.808 -1.463 0.951  0.09
H19 4.304 -0.306 1.303  0.10
H20 4.260 -1.573 2.549  0.11
H21 4.222 -3.263 0.986  0.10
H22 3.352 -2.336 -0.211  0.10
H23 5.823 -1.002 -0.071  0.10
H24 6.237 -2.680 0.170  0.11
H25 6.224 -2.612 -2.027  0.04
H26 5.143 -1.444 -2.156  0.06
H27 0.725 -0.118 4.987  0.12
H28 -0.098 -1.615 5.265  0.10
H29 -2.198 -0.430 4.241  0.06
H30 -1.568 0.154 5.753  0.12
H31 -0.748 1.481 3.153  0.11
H32 -0.440 1.985 4.792  0.11
H33 -2.927 2.382 3.238  0.11
H34 -3.166 1.753 4.888  0.11
H35 -1.879 3.622 5.807  0.11
H36 -1.640 4.294 4.206  0.11
H37 -4.169 4.108 5.858  0.11
H38 -4.305 3.998 4.127  0.09
H39 -3.709 6.333 5.834  0.10
H40 -2.660 6.265 4.446  0.10
H41 -5.493 5.748 3.726  0.10
H42 -5.360 7.235 4.603  0.10
H43 -3.330 7.606 2.854  0.11
H44 -5.022 8.039 2.475  0.11
H45 -3.686 6.672 0.752  0.11
H46 -3.966 5.296 1.840  0.12
H47 -6.290 4.826 -0.399  0.08
H48 -4.840 5.779 -0.820  0.08
H49 -6.450 6.531 -0.780  0.08
H50 -0.832 -4.404 1.506  0.07
H51 0.217 -4.802 3.992  0.09
C24 -3.089 -0.464 -4.460  -0.14
O5 -2.950 0.516 -5.477  -0.19
C25 -1.660 0.539 -6.063  -0.21
C26 -1.641 -0.153 -7.408  -0.21
O6 -1.879 -1.546 -7.287  -0.19
C27 -3.205 -1.921 -7.614  -0.11
H52 -4.146 -0.533 -4.209  0.09
H53 -2.744 -1.445 -4.799  0.09
H54 -2.533 -0.175 -3.567  0.02
H55 -0.924 0.081 -5.394  0.13
H56 -1.382 1.589 -6.204  0.12
H57 -0.649 -0.030 -7.855  0.12
H58 -2.374 0.307 -8.078  0.13
H59 -3.369 -1.854 -8.695  0.09
H60 -3.939 -1.299 -7.097  0.08
H61 -3.339 -2.956 -7.304  0.09
C28 7.268 -2.786 -4.752  -0.11
O7 7.993 -1.889 -3.926  -0.20
C29 9.377 -1.839 -4.246  -0.20
C30 9.720 -0.606 -5.050  -0.20
O8 9.125 -0.635 -6.339  -0.22
C31 7.972 0.182 -6.440  -0.10
H62 6.206 -2.625 -4.570  0.08
H63 7.473 -2.615 -5.812  0.09
H64 7.514 -3.822 -4.499  0.09
H65 9.680 -2.740 -4.786  0.13
H66 9.930 -1.808 -3.302  0.13
H67 10.806 -0.572 -5.193  0.13
H68 9.423 0.297 -4.509  0.13
H69 8.252 1.242 -6.451  0.09
H70 7.277 0.000 -5.618  0.08
H71 7.479 -0.059 -7.380  0.09
C32 11.415 0.774 -8.225  -0.10
O9 12.768 0.857 -7.803  -0.19
C33 13.494 1.898 -8.434  -0.21
C34 13.647 3.097 -7.525  -0.21
O10 12.400 3.722 -7.265  -0.19
C35 11.857 3.390 -6.001  -0.11
H72 10.897 0.092 -7.556  0.06
H73 10.922 1.750 -8.183  0.09
H74 11.355 0.383 -9.247  0.09
H75 13.012 2.194 -9.370  0.13
H76 14.489 1.508 -8.673  0.12
H77 14.286 3.837 -8.018  0.12
H78 14.133 2.801 -6.590  0.13
H79 12.420 3.879 -5.198  0.09
H80 11.856 2.309 -5.835  0.08
H81 10.831 3.752 -5.979  0.09
C36 3.443 -4.817 9.146  -0.11
O11 2.113 -5.035 8.715  -0.19
C37 1.256 -3.927 8.952  -0.20
C38 1.013 -3.129 7.692  -0.20
O12 2.201 -2.489 7.242  -0.19
C39 2.813 -3.161 6.157  -0.11
H82 4.052 -5.631 8.757  0.09
H83 3.838 -3.870 8.772  0.08
H84 3.502 -4.826 10.240  0.09
H85 1.666 -3.283 9.736  0.13
H86 0.299 -4.325 9.306  0.13
H87 0.281 -2.344 7.907  0.13
H88 0.598 -3.769 6.909  0.11
H89 2.227 -3.013 5.246  0.05
H90 2.918 -4.232 6.352  0.09
H91 3.805 -2.733 6.013  0.09
C40 -9.192 2.084 0.077  -0.11
O13 -9.826 1.033 0.782  -0.20
C41 -10.870 1.478 1.634  -0.20
C42 -12.232 1.225 1.029  -0.21
O14 -12.447 2.013 -0.132  -0.19
C43 -12.275 1.294 -1.339  -0.11
H92 -8.551 1.632 -0.679  0.09
H93 -9.919 2.732 -0.419  0.08
H94 -8.572 2.684 0.751  0.09
H95 -10.750 2.540 1.868  0.13
H96 -10.791 0.915 2.570  0.13
H97 -12.999 1.503 1.758  0.13
H98 -12.351 0.162 0.801  0.13
H99 -13.107 0.599 -1.496  0.09
H100 -11.334 0.739 -1.347  0.08
H101 -12.265 2.017 -2.153  0.09

Cartesian forces (eV/Å) of the 6 atoms listed first:
0.2887 -0.3196 -0.4844
0.1263 0.2843 0.2050
0.1894 -0.2055 -0.1301
-0.3332 -0.2573 0.4233
-0.2932 0.3262 -0.5411
0.4675 -0.5400 0.1587

Summary:
SMILES string: CCCCN[C@@H](Cl)OC[C@@H](N(CCCCCN)CCCCCCCCCCOC)P(O)(O)=S.COCCOC.COCCOC.COCCOC.COCCOC.COCCOC
HOMO energy (eV): -8.59


[2]
Density functional theory data (ωB97M-V/def2-TZVPD) for a cluster of 8 separate species, C43H101ClN7O11 in total in a non-equilibrium geometry.

Last column: Löwdin charge in e.
Geometry (Å):
Cl1 -0.126 0.155 0.411  0.64
O1 -0.613 -0.165 1.712  -0.36
O2 1.306 0.149 0.427  -0.33
O3 -0.674 -0.744 -0.581  -0.34
O4 -0.566 1.511 0.153  -0.37
C1 0.612 -1.715 -4.661  -0.06
C2 1.713 -1.636 -3.637  -0.42
C3 3.105 -1.645 -4.209  -0.19
O5 4.076 -1.578 -3.156  -0.22
C4 5.378 -1.785 -3.622  -0.13
N1 1.588 -0.461 -2.749  0.09
H1 -0.366 -1.935 -4.239  0.08
H2 0.792 -2.474 -5.429  0.07
H3 0.587 -0.770 -5.213  0.08
H4 1.681 -2.531 -2.993  0.14
H5 3.261 -0.887 -4.982  0.12
H6 3.321 -2.630 -4.642  0.12
H7 6.004 -1.903 -2.738  0.09
H8 5.840 -0.938 -4.149  0.08
H9 5.437 -2.643 -4.297  0.09
H10 0.828 -0.547 -2.076  0.04
H11 2.392 -0.535 -2.126  0.07
C5 -1.519 1.596 -3.544  -0.05
C6 -0.601 2.830 -3.302  -0.41
C7 -1.331 3.872 -2.487  -0.20
O6 -0.478 4.994 -2.256  -0.17
C8 -1.270 6.123 -1.972  -0.12
N2 0.658 2.458 -2.664  0.08
H12 -0.948 0.754 -3.937  0.05
H13 -2.195 1.851 -4.371  0.07
H14 -2.031 1.276 -2.635  0.07
H15 -0.383 3.183 -4.319  0.13
H16 -1.591 3.349 -1.556  0.11
H17 -2.226 4.243 -2.994  0.12
H18 -1.837 5.904 -1.057  0.09
H19 -1.923 6.495 -2.770  0.08
H20 -0.610 6.956 -1.729  0.06
H21 1.123 1.747 -3.211  0.01
H22 0.321 1.903 -1.873  0.04
C9 0.680 4.167 2.082  -0.05
C10 0.873 4.648 0.638  -0.42
C11 1.308 6.052 0.471  -0.23
O7 1.645 6.356 -0.858  -0.18
C12 1.873 7.722 -1.048  -0.14
N3 1.782 3.735 -0.112  0.08
H23 -0.248 4.568 2.508  0.06
H24 1.513 4.464 2.729  0.07
H25 0.580 3.084 2.137  0.07
H26 -0.105 4.488 0.169  0.11
H27 2.118 6.337 1.161  0.13
H28 0.445 6.675 0.766  0.13
H29 2.743 8.030 -0.452  0.08
H30 1.004 8.290 -0.686  0.08
H31 2.071 8.042 -2.069  0.09
H32 1.478 2.808 0.185  0.03
H33 2.692 3.820 0.354  0.07
C13 4.000 1.824 -5.904  -0.07
C14 3.307 2.154 -4.584  -0.44
C15 4.239 1.935 -3.382  -0.20
O8 3.546 2.228 -2.185  -0.18
C16 4.259 1.805 -1.053  -0.12
N4 2.820 3.547 -4.577  0.06
H34 4.783 2.557 -6.101  0.07
H35 3.270 1.829 -6.718  0.07
H36 4.422 0.814 -5.956  0.06
H37 2.438 1.548 -4.337  0.10
H38 5.123 2.571 -3.544  0.13
H39 4.513 0.875 -3.344  0.10
H40 3.609 1.795 -0.184  0.07
H41 5.113 2.459 -0.826  0.09
H42 4.668 0.797 -1.208  0.08
H43 3.627 4.092 -4.883  0.07
H44 2.129 3.631 -5.318  0.07
C17 2.131 -2.843 1.657  -0.04
C18 3.107 -4.003 1.556  -0.50
C19 2.354 -5.255 1.999  -0.15
C20 3.086 -6.568 1.737  -0.19
C21 3.414 -6.656 0.247  -0.15
C22 4.124 -5.423 -0.353  -0.52
N5 3.499 -4.213 0.151  -0.11
O9 4.074 -3.084 -0.440  -0.02
C23 5.632 -5.562 -0.056  -0.02
C24 3.858 -5.516 -1.856  -0.04
C25 4.355 -3.775 2.415  -0.02
H45 1.287 -2.915 0.969  0.08
H46 2.615 -1.879 1.491  0.08
H47 1.694 -2.729 2.652  0.09
H48 2.144 -5.184 3.067  0.13
H49 1.462 -5.323 1.371  0.11
H50 2.457 -7.410 2.035  0.11
H51 3.994 -6.650 2.346  0.10
H52 2.455 -6.837 -0.248  0.12
H53 4.035 -7.542 0.090  0.12
H54 6.057 -6.302 -0.735  0.08
H55 6.069 -4.607 -0.358  0.08
H56 5.754 -5.835 0.988  0.07
H57 4.395 -4.743 -2.412  0.07
H58 4.026 -6.501 -2.298  0.08
H59 2.808 -5.324 -2.102  0.09
H60 4.150 -3.126 3.273  0.08
H61 5.104 -3.290 1.789  0.08
H62 4.751 -4.675 2.889  0.07
H63 3.381 -2.612 -0.920  0.09
C26 -3.539 4.507 3.508  -0.04
C27 -4.082 3.251 2.811  -0.50
C28 -5.537 3.095 3.240  -0.14
C29 -6.385 2.255 2.307  -0.19
C30 -6.325 2.836 0.908  -0.15
C31 -4.854 2.966 0.368  -0.48
N6 -4.005 3.558 1.376  -0.12
O10 -2.778 4.002 0.877  -0.01
C32 -4.358 1.581 -0.101  -0.01
C33 -5.025 3.871 -0.864  -0.04
C34 -3.248 2.025 3.180  -0.02
H64 -3.697 4.519 4.590  0.08
H65 -4.097 5.391 3.189  0.08
H66 -2.503 4.656 3.207  0.06
H67 -5.641 2.617 4.222  0.12
H68 -6.041 4.054 3.391  0.12
H69 -7.439 2.230 2.607  0.11
H70 -6.111 1.198 2.227  0.10
H71 -6.812 3.802 0.773  0.11
H72 -6.817 2.103 0.260  0.11
H73 -4.992 0.766 0.278  0.08
H74 -4.456 1.444 -1.179  0.08
H75 -3.396 1.226 0.273  0.07
H76 -4.132 3.883 -1.492  0.06
H77 -5.793 3.403 -1.487  0.08
H78 -5.331 4.901 -0.686  0.09
H79 -3.580 1.111 2.681  0.05
H80 -3.298 1.891 4.263  0.09
H81 -2.206 2.130 2.867  0.08
H82 -2.288 3.176 0.679  0.08
C35 -1.110 -4.600 2.345  -0.03
C36 -2.636 -4.489 2.335  -0.51
C37 -3.184 -5.356 3.493  -0.14
C38 -3.078 -4.689 4.871  -0.18
C39 -3.790 -3.345 4.784  -0.15
C40 -3.260 -2.371 3.718  -0.50
N7 -3.080 -3.102 2.481  -0.12
O11 -2.747 -2.296 1.367  0.00
C41 -4.361 -1.340 3.528  -0.03
C42 -1.907 -1.769 4.173  0.00
C43 -3.262 -5.037 1.064  -0.04
H83 -0.747 -5.528 1.895  0.08
H84 -0.667 -4.516 3.338  0.07
H85 -0.651 -3.823 1.728  0.07
H86 -4.225 -5.620 3.293  0.11
H87 -2.635 -6.301 3.527  0.12
H88 -2.044 -4.546 5.199  0.10
H89 -3.553 -5.304 5.638  0.11
H90 -3.835 -2.868 5.765  0.12
H91 -4.823 -3.586 4.509  0.12
H92 -4.784 -0.996 4.480  0.09
H93 -3.995 -0.383 3.139  0.03
H94 -5.183 -1.687 2.909  0.09
H95 -1.954 -1.438 5.216  0.08
H96 -1.058 -2.451 4.149  0.07
H97 -1.655 -0.882 3.586  0.05
H98 -2.964 -6.060 0.832  0.08
H99 -3.103 -4.362 0.223  0.08
H100 -4.352 -5.030 1.160  0.08
H101 -1.917 -1.862 1.639  0.05

Cartesian forces (eV/Å) of the 6 atoms listed first:
-0.4196 1.4909 -0.0659
-0.4595 -1.1840 1.0882
0.5192 -0.4751 -0.4626
0.4100 0.0146 0.2003
-0.2336 0.2338 -0.6107
0.2117 0.2397 -0.9021

Summary:
HOMO energy (eV): -5.03
Total charge: -1


no.,LUMO energy (eV)
1,0.09
2,2.32